# 1
C5H4BN3O2 | ωB97M-V/def2-TZVPD

Each line ends with the Mulliken charge.
Element x y z (Å)
B 0.30044 1.78999 1.07676  0.541
C -2.00082 -1.64733 1.06016  0.524
C 0.66234 -0.48332 -2.10327  -0.353
C 0.09747 -1.76945 -1.97277  -0.085
C 0.18740 0.94494 -0.18549  0.116
C -0.86282 -1.93094 0.28629  -0.234
N -2.83994 -1.38939 1.78971  -0.403
N 0.58109 0.31248 -1.11819  -0.065
N -0.62273 -1.80303 -0.89491  -0.200
O 1.09025 2.88988 0.86177  -0.559
O -0.00620 1.17542 2.19788  -0.462
H 1.57820 -0.33690 -2.80927  0.243
H 0.12134 -2.60790 -2.75997  0.337
H 1.60627 3.42348 1.49260  0.310
H 0.10773 1.43208 3.07870  0.288

The multiplicity is 1. Its highest occupied orbital energy is -0.2516 Eh. Its energy relative to the best compared isomer or geometry (same formula, charge and spin) is 0.2923 eV. As for the total energy: -14488.33236 eV. The calculation puts the maximum force at 5.67 eV/A.


# 2
C32H78NNbO11P | ωB97M-V/def2-TZVPD

Each line ends with the Mulliken charge.
Element x y z (Å)
C -6.31499 -1.63722 -3.52441  -0.979
C -4.93023 -1.89875 -2.95441  -0.349
O -4.36734 -0.77700 -2.31202  -0.187
Nb -4.85433 0.23536 -0.68168  -1.457
C -3.10422 1.72798 -0.73018  0.076
C -2.72743 2.41900 0.59876  0.878
C -2.20604 3.86119 0.45813  -1.318
C -0.68669 4.01555 0.43248  0.063
O -0.12545 4.44593 1.68268  -0.611
C -3.56830 -0.77922 0.86843  -0.135
C -2.69933 -1.89291 0.28143  -0.274
C -1.60470 -1.58307 -0.74745  -0.343
C -0.36700 -0.70103 -0.47904  -1.243
N -0.11650 -0.29636 0.90849  1.312
C 0.22197 -1.44740 1.76190  -1.285
C 0.86368 0.69524 1.00174  0.188
C 1.01293 1.29509 2.37022  -0.979
O 1.55884 1.04521 0.04528  -0.637
P -6.31555 2.01084 -1.83419  0.178
C -6.70152 3.43815 -0.72580  -1.002
C -5.40469 2.93709 -3.15802  -0.558
C -4.58602 2.05972 -4.09993  -0.897
H -7.08945 -1.70319 -2.75868  0.212
H -6.53273 -2.36151 -4.31523  0.405
H -6.35813 -0.63351 -3.95468  0.100
H -4.98746 -2.72400 -2.23142  0.259
H -4.25091 -2.21632 -3.75854  0.313
H -6.15826 -1.05615 -0.35308  -0.121
H -5.59535 1.03484 0.79697  0.112
H -2.21750 1.21406 -1.13331  -0.192
H -3.34584 2.51160 -1.46198  0.357
H -1.94806 1.81785 1.08877  -0.585
H -3.58531 2.41805 1.27813  0.270
H -2.62213 4.29677 -0.45777  0.270
H -2.58092 4.48477 1.28281  0.494
H -0.22315 3.06314 0.14138  -0.127
H -0.36837 4.76678 -0.29441  0.380
H -0.67700 4.07512 2.37923  0.319
H -2.99897 -0.07281 1.48279  -0.022
H -4.28954 -1.24767 1.55024  0.600
H -2.27579 -2.50969 1.08855  -0.101
H -3.38049 -2.56876 -0.25610  0.461
H -1.21254 -2.56251 -1.05337  0.408
H -2.10433 -1.18176 -1.63507  0.045
H -0.41737 0.22133 -1.06100  0.528
H 0.51245 -1.24223 -0.85849  0.453
H 0.01506 -1.22642 2.81128  0.159
H 1.27176 -1.75109 1.66257  0.313
H -0.41351 -2.28233 1.48687  0.344
H 1.54996 2.24015 2.27662  0.389
H 1.59208 0.62299 3.00957  0.388
H 0.04024 1.45133 2.82917  -0.084
H -7.60454 3.97623 -1.02748  0.380
H -6.82392 3.05553 0.28726  0.307
H -5.86354 4.14424 -0.72723  0.220
H -4.74810 3.67255 -2.67524  0.204
H -6.14484 3.50949 -3.73146  0.468
H -4.14933 2.66172 -4.90470  0.396
H -5.21389 1.29106 -4.55825  0.213
H -3.77147 1.54980 -3.57938  0.110
C -4.26863 -0.12400 7.61210  -0.636
O -3.72750 1.07097 7.08916  -0.391
C -2.52601 0.88433 6.36229  -0.743
C -2.74439 0.78158 4.86824  0.079
O -3.49870 -0.35234 4.50949  0.206
C -4.86481 -0.07725 4.24856  -0.920
H -5.29081 0.09100 7.91922  0.262
H -4.28254 -0.91956 6.86353  0.217
H -3.70110 -0.46604 8.48644  0.313
H -2.01075 -0.01726 6.71554  0.292
H -1.88095 1.74361 6.56986  0.382
H -1.76734 0.68710 4.38853  -0.272
H -3.21750 1.69541 4.49307  0.499
H -5.01694 0.39085 3.27163  0.056
H -5.29005 0.55932 5.02973  0.415
H -5.38490 -1.03459 4.25012  0.261
C 4.57817 1.28907 -0.50395  -0.849
O 5.80647 1.80450 -1.00417  -0.401
C 6.78842 0.82438 -1.25636  -0.656
C 6.84908 0.42521 -2.71484  0.107
O 5.66287 -0.20761 -3.15692  -0.417
C 4.76017 0.65523 -3.82177  -0.708
H 3.82575 2.06583 -0.59083  0.307
H 4.24827 0.41655 -1.06925  0.378
H 4.67597 1.01379 0.55198  0.306
H 6.61325 -0.06567 -0.64086  0.330
H 7.75903 1.24631 -0.97418  0.387
H 7.67029 -0.28438 -2.85493  0.158
H 7.06398 1.30718 -3.32754  0.133
H 5.10661 0.87881 -4.83857  0.299
H 4.62469 1.59138 -3.27683  0.326
H 3.80391 0.13954 -3.88034  0.271
C -2.04283 -2.90412 4.73087  -0.784
O -1.00143 -3.50488 3.97758  -0.109
C -0.22539 -4.44741 4.68330  -0.583
C -0.63609 -5.87024 4.37316  -0.578
O -1.95652 -6.15851 4.79062  -0.390
C -2.92047 -6.05012 3.75799  -0.492
H -2.70871 -2.41083 4.02643  0.128
H -2.59535 -3.64927 5.30888  0.462
H -1.64487 -2.14065 5.40804  0.193
H -0.28898 -4.26907 5.76288  0.342
H 0.81897 -4.31513 4.37995  0.345
H 0.03438 -6.55672 4.89977  0.411
H -0.52985 -6.05034 3.29787  0.301
H -2.86618 -6.90800 3.07831  0.336
H -2.79235 -5.13145 3.18231  0.081
H -3.89994 -6.03879 4.23228  0.252
C 12.11959 1.06874 -6.90002  -0.683
O 11.22688 0.01728 -7.20917  -0.369
C 10.91868 -0.81879 -6.10884  -0.677
C 9.60351 -0.46006 -5.45490  -0.365
O 9.62194 0.83233 -4.87857  -0.334
C 9.00823 1.82712 -5.67597  -0.770
H 12.08189 1.77662 -7.72612  0.242
H 11.83532 1.57955 -5.97729  0.288
H 13.14622 0.69813 -6.79987  0.320
H 11.72140 -0.77785 -5.36437  0.350
H 10.85589 -1.84504 -6.48223  0.391
H 9.40624 -1.17755 -4.65257  0.365
H 8.79110 -0.54163 -6.18410  0.346
H 7.91631 1.74467 -5.63734  0.249
H 9.33227 1.76295 -6.71734  0.415
H 9.30021 2.79294 -5.26747  0.244

As for the net charge: -1. The multiplicity is 1. Its highest occupied orbital energy is -0.1489 Eh. As for the total energy: -69293.44350 eV. The calculation puts the maximum force at 2.21 eV/A.


For the records above, the corresponding Kohn-Sham gap values read 6.91 6.06 eV.